(1)
C3H3BrN2S | ωB97M-V/def2-TZVPD

Summary:
- LUMO level (spin up / spin down): -4.79 / -4.81 eV
- Relative energy (zero: lowest compared OMol25 entry of this formula, charge and spin): 94.9 kcal/mol

Last column: Mulliken charge in e.
Cartesian coordinates (Å):
C -0.18 0.09 -0.43  -0.308
C -0.10 -0.19 0.98  -0.250
C 0.20 -1.08 -1.02  -0.279
N 0.16 -1.48 1.19  -0.623
N 0.36 -2.01 -0.07  0.480
S 0.64 -3.59 -0.26  0.045
Br 3.84 0.61 0.19  -0.420
H -0.32 0.99 -0.87  0.436
H -0.25 0.45 1.74  0.493
H 0.04 -1.36 -2.01  0.426



(2)
C5H6O | ωB97M-V/def2-TZVPD

Summary:
- LUMO level: -0.04 eV
- Relative energy (zero: lowest compared OMol25 entry of this formula, charge and spin): 112.9 kcal/mol

Last column: Mulliken charge in e.
Cartesian coordinates (Å):
C 1.92 0.30 2.27  -1.318
C 1.10 0.06 1.11  1.124
C 0.47 -0.07 0.09  0.378
C -0.11 -0.39 -1.13  -1.232
C -2.04 -0.24 -2.07  -0.484
O -0.98 0.55 -1.52  -0.204
H 2.39 1.28 2.17  0.278
H 1.30 0.31 3.17  0.312
H 2.68 -0.47 2.35  0.307
H -1.50 -1.21 -2.11  0.408
H -2.82 -0.24 -1.30  0.199
H -2.40 0.12 -3.02  0.230



(3)
C19H40N6O2RuSSi2 | ωB97M-V/def2-TZVPD

Summary:
- LUMO level (spin up / spin down): -2.29 / -3.25 eV
- Spin multiplicity: 2
- Relative energy (zero: lowest compared OMol25 entry of this formula, charge and spin): 0.0 kcal/mol
- Total charge: +1

Last column: Löwdin spin population.
Cartesian coordinates (Å):
Ru 0.44 0.83 -0.62  0.381
C 4.06 4.57 -1.38  0.000
O 3.73 3.21 -1.72  0.000
C 2.57 2.70 -1.38  0.000
O 2.33 1.51 -1.62  0.014
N 1.66 3.50 -0.75  -0.001
N 0.40 2.95 -0.45  0.007
H 5.09 4.69 -1.69  0.000
H 3.98 4.73 -0.31  0.000
H 3.43 5.26 -1.94  0.000
H 1.77 4.50 -0.69  0.000
H -0.32 3.32 -1.05  0.000
H 0.16 3.13 0.53  0.000
C -3.25 -0.95 -1.99  0.006
Si -2.44 0.73 -1.92  0.024
C -3.70 2.10 -2.12  0.004
C -1.19 0.92 -3.32  0.000
N -1.52 0.88 -0.44  0.177
C -1.95 1.10 0.85  0.033
C -3.28 1.27 1.25  0.021
C -3.59 1.44 2.58  0.035
C -2.57 1.43 3.55  0.039
C -1.26 1.24 3.18  0.017
C -0.92 1.05 1.83  0.035
N 0.33 0.75 1.34  0.164
Si 1.80 0.50 2.27  0.020
C 3.05 -0.35 1.17  0.001
C 1.56 -0.59 3.77  0.001
C 2.44 2.18 2.79  0.007
H -3.74 -1.12 -2.95  0.001
H -4.00 -1.07 -1.20  0.000
H -2.49 -1.73 -1.86  0.000
H -4.11 2.05 -3.14  0.000
H -3.24 3.08 -2.01  0.000
H -4.55 2.05 -1.44  0.000
H -1.23 0.05 -3.98  0.000
H -0.14 1.01 -3.02  0.000
H -1.43 1.80 -3.92  0.000
H -4.08 1.26 0.51  0.000
H -4.62 1.57 2.88  0.001
H -2.81 1.58 4.59  0.002
H -0.49 1.22 3.94  0.000
H 2.76 -1.39 0.97  0.000
H 4.01 -0.38 1.70  0.000
H 3.22 0.13 0.21  0.000
H 0.89 -1.43 3.55  0.000
H 1.16 -0.07 4.64  0.000
H 2.52 -1.01 4.06  0.000
H 2.90 2.71 1.95  0.000
H 3.20 2.10 3.57  0.001
H 1.63 2.80 3.19  0.000
C -0.22 -4.35 0.98  0.000
N -0.44 -3.14 0.19  0.000
C -1.29 -2.16 0.84  -0.002
C 0.29 -2.87 -0.90  0.003
S 0.82 -1.31 -1.43  0.007
N 0.72 -3.91 -1.63  0.001
C 1.80 -3.77 -2.61  0.000
C -0.11 -5.10 -1.81  0.000
H -0.10 -4.06 2.02  0.000
H 0.69 -4.85 0.65  0.000
H -1.06 -5.05 0.90  0.000
H -2.22 -2.66 1.14  0.000
H -1.52 -1.37 0.14  0.000
H -0.81 -1.74 1.72  0.000
H 2.61 -3.19 -2.19  0.000
H 1.45 -3.28 -3.52  0.000
H 2.16 -4.77 -2.85  0.000
H -1.09 -4.95 -1.38  0.000
H 0.35 -5.99 -1.37  0.000
H -0.23 -5.28 -2.88  0.000



(4)
C4H24O10 | ωB97M-V/def2-TZVPD

Summary:
- LUMO level: -0.29 eV
- SMILES: CCCC(=O)O.O.O.O.O.O.O.O.O
- Relative energy (zero: lowest compared OMol25 entry of this formula, charge and spin): 82.1 kcal/mol

Last column: Mulliken charge in e.
Cartesian coordinates (Å):
C -1.91 1.68 -2.10  -1.574
C -1.28 2.14 -0.69  0.519
C -2.07 1.63 0.44  -0.097
C -1.32 1.58 1.79  0.244
O -1.45 0.70 2.63  -0.548
O -0.33 2.59 1.85  -0.477
H -1.93 0.67 -2.19  0.414
H -1.25 1.98 -2.93  0.361
H -2.93 1.94 -2.28  0.426
H -1.09 3.27 -0.89  0.300
H -0.32 1.73 -0.77  -0.456
H -2.90 2.37 0.56  0.286
H -2.37 0.67 -0.01  0.275
H 0.22 2.69 2.64  0.363
O 0.38 -1.03 1.25  -0.516
H 0.98 -1.43 0.78  0.175
H 0.75 -0.10 1.37  0.233
O 0.88 -3.69 1.72  -0.568
H 0.08 -3.22 1.53  0.283
H 1.07 -3.46 2.58  0.339
O 1.25 1.72 -3.66  -0.669
H 0.63 1.86 -2.95  0.329
H 2.13 1.37 -3.40  0.286
O 1.84 -3.66 -0.53  -0.586
H 1.66 -2.96 -1.27  0.285
H 2.09 -2.91 0.02  0.312
O 0.46 -0.25 -1.77  -0.332
H -0.08 -0.88 -1.35  0.098
H 1.12 -0.57 -2.22  0.250
O -1.77 -2.11 -0.79  -0.628
H -1.08 -2.37 -1.42  0.337
H -1.54 -2.44 0.08  0.286
O 1.97 1.40 0.56  -0.541
H 1.53 2.24 0.38  0.266
H 2.91 1.56 0.64  0.249
O 1.30 -1.86 3.64  -0.705
H 0.76 -1.86 2.84  0.512
H 1.61 -0.99 3.93  0.270



(5)
C15H33Cl2IN3O2 | ωB97M-V/def2-TZVPD

Summary:
- LUMO level: -2.01 eV
- Total charge: +1

Last column: Mulliken charge in e.
Cartesian coordinates (Å):
C -4.10 1.83 -0.80  -1.521
C -2.79 1.09 -0.58  0.902
C -2.21 0.63 -1.90  -1.062
N -0.77 0.16 -1.77  0.313
C -0.53 -1.31 -2.08  -0.984
C 0.53 -1.92 -1.17  -0.377
C 0.04 -3.02 -0.26  -1.341
I -1.62 -2.43 0.95  0.064
C 0.22 1.03 -2.53  -0.659
Cl -0.17 0.97 -4.24  -0.029
C 0.25 2.45 -1.95  0.427
C 0.65 2.43 -0.47  -1.067
Cl 1.40 3.40 -2.92  -0.118
H -4.63 1.95 0.14  0.399
H -3.90 2.83 -1.20  0.346
H -4.76 1.31 -1.50  0.411
H -2.92 0.21 0.06  0.023
H -2.10 1.77 -0.07  -0.279
H -2.23 1.42 -2.65  0.420
H -2.77 -0.21 -2.31  0.445
H -0.51 0.27 -0.79  0.332
H -0.24 -1.36 -3.13  0.483
H -1.50 -1.79 -1.98  0.544
H 1.32 -2.36 -1.80  0.413
H 1.03 -1.14 -0.58  0.343
H -0.27 -3.90 -0.82  0.516
H 0.81 -3.32 0.43  0.445
H 1.19 0.57 -2.38  0.538
H -0.72 2.92 -2.07  0.168
H -0.22 2.58 0.17  0.050
H 1.16 1.51 -0.18  0.290
H 1.34 3.25 -0.27  0.472
C -2.22 4.00 3.16  -1.479
C -1.61 4.53 1.89  0.924
O -2.04 4.22 0.79  -0.637
N -0.56 5.38 2.00  -0.138
C 0.07 5.87 3.21  -0.874
H -3.05 3.35 2.89  0.297
H -1.50 3.44 3.75  0.379
H -2.60 4.81 3.78  0.418
H -0.22 5.73 1.12  0.249
H -0.02 6.96 3.28  0.305
H 1.13 5.61 3.24  0.291
H -0.41 5.44 4.08  0.325
C 2.17 -6.53 1.07  -1.419
C 2.68 -5.65 -0.05  0.816
O 1.93 -5.25 -0.93  -0.637
N 4.00 -5.34 -0.06  -0.155
C 5.02 -5.76 0.88  -0.846
H 1.10 -6.68 0.92  0.303
H 2.67 -7.50 1.07  0.448
H 2.33 -6.06 2.04  0.390
H 4.28 -4.79 -0.86  0.233
H 5.50 -4.90 1.34  0.289
H 5.79 -6.36 0.38  0.297
H 4.58 -6.37 1.66  0.312



(6)
C5H5ClO2 | ωB97M-V/def2-TZVPD

Summary:
- LUMO level: -1.12 eV
- SMILES: C=C(C=O)C(=O)CCl
- Relative energy (zero: lowest compared OMol25 entry of this formula, charge and spin): 40.4 kcal/mol

Last column: Mulliken charge in e.
Cartesian coordinates (Å):
C 1.65 1.18 0.53  -0.841
C 0.52 0.63 0.21  0.304
C -0.54 1.39 -0.44  0.054
O -0.44 2.59 -0.67  -0.502
C 0.28 -0.84 0.31  0.665
O 1.04 -1.78 0.73  -0.606
C -1.04 -1.50 -0.12  -0.698
Cl -1.43 -1.41 -1.82  -0.147
H 2.38 0.55 1.08  0.286
H 1.77 2.15 0.17  0.412
H -1.45 0.81 -0.70  0.296
H -0.90 -2.51 0.24  0.368
H -1.85 -1.26 0.48  0.407



Number 1: energy -3197.6475 hartree. Number 2: energy -269.1663 hartree. Number 3: energy -2298.9558 hartree. Number 4: energy -919.0954 hartree. Number 5: energy -2123.9812 hartree. Number 6: energy -804.1227 hartree.